(1)
The following is a quantum chemistry calculation of a 10-piece molecular cluster, C36H96F3N9O12S overall in a non-equilibrium geometry, from OMol25.

Computed properties:
HOMO-LUMO gap (spin up / spin down) (eV): 3.45 / 7.89
Net charge: +7
E_LUMO (spin up / spin down) (eV): -13.91 / -13.96
Multiplicity: 2

The geometry in XYZ format:
```
157
C36H96F3N9O12S ωB97M-V/def2-TZVPD
C 21.245 -21.583 3.149
C 21.843 -22.222 4.399
O 22.648 -23.136 4.515
N 21.307 -21.667 5.709
H 20.696 -20.879 5.552
H 20.714 -22.430 6.003
C 22.447 -21.194 6.637
H 21.954 -21.621 2.322
H 21.135 -20.500 3.193
H 20.257 -21.830 2.759
H 21.908 -20.960 7.555
H 22.952 -20.291 6.294
H 23.121 -22.016 6.880
C 17.112 -20.344 1.036
C 17.821 -19.964 -0.225
O 17.471 -20.333 -1.356
N 18.989 -19.076 0.110
H 18.877 -18.889 1.096
H 19.876 -19.554 0.032
C 18.856 -17.760 -0.769
H 16.401 -21.170 1.004
H 16.636 -19.454 1.446
H 17.699 -20.663 1.896
H 18.495 -18.090 -1.743
H 19.850 -17.321 -0.851
H 18.094 -17.104 -0.347
C 21.688 -25.206 -5.723
C 20.449 -24.428 -5.437
O 19.413 -24.773 -5.911
N 20.533 -23.146 -4.580
H 21.432 -23.101 -4.123
H 20.523 -22.225 -4.994
C 19.442 -23.070 -3.468
H 21.391 -25.964 -6.448
H 22.046 -25.602 -4.773
H 22.522 -24.611 -6.095
H 20.024 -22.571 -2.694
H 19.276 -24.114 -3.200
H 18.703 -22.489 -4.021
C 17.319 -28.728 -3.754
C 16.193 -27.890 -3.180
O 15.935 -27.782 -2.040
N 15.429 -27.020 -4.190
H 15.241 -27.547 -5.031
H 14.510 -26.868 -3.799
C 16.047 -25.692 -4.484
H 17.109 -29.695 -4.210
H 17.979 -28.827 -2.892
H 18.004 -28.285 -4.478
H 17.080 -25.858 -4.792
H 15.916 -25.020 -3.635
H 15.378 -25.294 -5.247
C 23.255 -24.131 -0.379
C 24.271 -23.296 0.446
O 24.329 -23.063 1.645
N 25.513 -22.814 -0.393
H 26.357 -23.288 -0.105
H 25.389 -23.107 -1.351
C 25.861 -21.301 -0.400
H 23.085 -23.753 -1.388
H 22.220 -24.155 -0.037
H 23.628 -25.150 -0.485
H 25.456 -21.135 0.598
H 25.195 -20.959 -1.192
H 26.909 -21.325 -0.701
C 13.229 -19.977 5.719
N 13.154 -20.634 4.283
C 11.821 -21.363 4.104
C 13.246 -19.632 3.170
C 14.357 -21.623 4.359
C 14.428 -22.781 3.372
O 14.361 -22.306 2.028
H 14.220 -19.989 6.173
H 12.723 -20.591 6.464
H 12.832 -18.964 5.783
H 11.634 -22.183 4.798
H 11.510 -21.829 3.169
H 11.101 -20.548 4.182
H 14.235 -19.200 3.018
H 12.455 -18.910 3.368
H 12.953 -20.204 2.290
H 14.348 -22.131 5.324
H 15.316 -21.126 4.218
H 13.660 -23.531 3.562
H 15.413 -23.212 3.552
H 14.829 -22.962 1.506
C 17.149 -26.927 3.350
N 18.025 -28.140 3.185
C 19.369 -27.612 3.617
C 17.422 -29.235 4.091
C 18.057 -28.662 1.717
C 19.107 -29.753 1.377
O 18.940 -30.941 2.246
H 17.628 -26.067 2.880
H 17.061 -26.614 4.390
H 16.203 -27.173 2.868
H 19.564 -26.729 3.009
H 19.988 -28.460 3.324
H 19.484 -27.570 4.700
H 18.138 -29.633 4.810
H 16.965 -30.052 3.533
H 16.620 -28.757 4.655
H 18.406 -27.837 1.095
H 17.034 -28.941 1.464
H 20.137 -29.394 1.387
H 19.019 -30.040 0.329
H 18.157 -31.402 1.935
C 13.522 -21.518 -0.885
N 13.533 -21.848 -2.363
C 14.438 -23.036 -2.613
C 12.071 -22.305 -2.783
C 14.106 -20.611 -3.177
C 13.339 -19.243 -3.010
O 12.023 -19.219 -3.509
H 12.994 -20.573 -0.761
H 14.499 -21.192 -0.527
H 12.994 -22.238 -0.260
H 15.364 -22.507 -2.386
H 14.193 -23.429 -3.600
H 14.156 -23.849 -1.945
H 11.381 -21.482 -2.598
H 11.681 -23.093 -2.139
H 12.123 -22.474 -3.859
H 13.871 -21.043 -4.150
H 15.164 -20.469 -2.956
H 13.957 -18.565 -3.598
H 13.350 -18.899 -1.976
H 11.674 -18.334 -3.379
C 12.608 -28.970 -0.481
N 13.001 -28.217 0.832
C 13.243 -29.199 1.983
C 14.286 -27.388 0.669
C 11.768 -27.237 1.161
C 11.593 -26.642 2.628
O 12.426 -25.534 2.718
H 12.526 -28.225 -1.272
H 11.595 -29.356 -0.370
H 13.388 -29.583 -0.933
H 13.716 -28.646 2.794
H 13.773 -30.046 1.546
H 12.250 -29.465 2.346
H 14.175 -26.643 -0.118
H 15.037 -28.114 0.357
H 14.437 -26.890 1.627
H 10.911 -27.823 0.830
H 11.958 -26.444 0.437
H 11.834 -27.377 3.396
H 10.611 -26.203 2.803
H 12.762 -25.320 3.591
C 18.517 -24.084 0.444
F 19.375 -23.712 -0.516
F 19.011 -25.023 1.225
F 18.428 -22.976 1.187
S 16.778 -24.381 -0.262
O 16.885 -24.665 -1.709
O 16.343 -25.519 0.574
O 15.888 -23.248 0.042
```

(2)
The following is a quantum chemistry calculation of a 10-piece molecular cluster, C36H96N4O20 overall in a non-equilibrium geometry, from OMol25.

Computed properties:
Energy relative to the best compared isomer or geometry (same formula, charge and spin) (kJ/mol): 6.56
HOMO-LUMO gap (eV): 9.05
Net charge: 0
Structure (SMILES): COCCNCCOC.COCCNCCOC.COCCNCCOC.COCCNCCOC.OCCO.OCCO.OCCO.OCCO.OCCO.OCCO
E_LUMO (eV): 0.36
Multiplicity: 1

The geometry in XYZ format:
```
156
C36H96N4O20 ωB97M-V/def2-TZVPD
C -2.555 -1.969 2.938
O -2.074 -2.603 4.108
C -2.924 -2.344 5.215
C -2.214 -2.902 6.447
N -2.151 -4.388 6.441
C -3.427 -5.038 6.728
C -3.716 -5.129 8.219
O -4.939 -5.774 8.488
C -4.898 -6.574 9.638
H -3.463 -2.456 2.565
H -1.773 -2.103 2.187
H -2.745 -0.899 3.059
H -3.904 -2.809 5.099
H -3.068 -1.273 5.383
H -2.714 -2.597 7.375
H -1.203 -2.498 6.482
H -1.545 -4.537 7.247
H -3.341 -6.080 6.404
H -4.244 -4.584 6.170
H -3.727 -4.110 8.635
H -2.890 -5.656 8.711
H -5.891 -7.004 9.771
H -4.641 -6.028 10.550
H -4.233 -7.438 9.526
C -1.705 4.041 -2.268
O -0.463 3.715 -1.701
C 0.456 4.794 -1.847
C 1.861 4.319 -1.608
N 2.167 4.116 -0.152
C 3.631 4.190 -0.002
C 4.021 3.804 1.424
O 4.449 2.459 1.468
C 4.797 2.081 2.771
H -2.535 3.386 -2.005
H -1.693 4.094 -3.367
H -2.045 5.045 -1.978
H 0.219 5.539 -1.076
H 0.411 5.335 -2.799
H 2.507 5.118 -1.989
H 2.065 3.397 -2.165
H 1.919 3.128 -0.122
H 3.964 5.165 -0.347
H 4.137 3.404 -0.583
H 3.157 3.965 2.082
H 4.824 4.440 1.821
H 3.935 2.095 3.440
H 5.593 2.717 3.180
H 5.239 1.085 2.738
C -4.606 1.879 -2.716
O -4.997 3.164 -2.335
C -5.124 3.424 -0.952
C -5.768 4.775 -0.810
N -4.859 5.771 -1.404
C -5.456 7.107 -1.506
C -4.470 8.221 -1.848
O -4.052 8.267 -3.195
C -3.213 7.236 -3.663
H -4.221 1.816 -3.735
H -5.477 1.211 -2.734
H -3.836 1.450 -2.072
H -4.116 3.504 -0.523
H -5.659 2.606 -0.459
H -6.000 5.037 0.225
H -6.747 4.796 -1.314
H -4.733 5.386 -2.334
H -5.943 7.359 -0.563
H -6.222 7.088 -2.292
H -3.572 8.237 -1.224
H -5.059 9.123 -1.676
H -2.847 7.402 -4.669
H -3.790 6.306 -3.631
H -2.385 7.058 -2.963
C 3.882 -0.039 -2.814
O 4.754 -0.814 -3.603
C 5.308 -1.903 -2.886
C 5.868 -2.933 -3.841
N 7.323 -2.807 -3.979
C 7.807 -3.678 -5.060
C 9.304 -3.599 -5.157
O 9.628 -2.349 -5.760
C 11.020 -2.102 -5.790
H 3.299 0.631 -3.443
H 4.514 0.494 -2.095
H 3.123 -0.613 -2.267
H 4.605 -2.355 -2.178
H 6.091 -1.457 -2.256
H 5.350 -2.864 -4.806
H 5.734 -3.959 -3.490
H 7.613 -1.854 -4.165
H 7.285 -3.355 -5.972
H 7.457 -4.701 -4.907
H 9.693 -4.465 -5.698
H 9.740 -3.517 -4.158
H 11.326 -1.537 -4.900
H 11.290 -1.549 -6.686
H 11.560 -3.054 -5.744
O 1.095 1.345 0.158
C 0.544 0.087 -0.202
C -0.948 0.154 0.083
O -1.533 1.275 -0.576
H 1.426 1.326 1.073
H 0.781 -0.107 -1.249
H 0.999 -0.688 0.423
H -1.052 0.307 1.171
H -1.513 -0.763 -0.089
H -0.772 1.865 -0.756
O 0.202 -0.935 4.631
C 1.025 -1.201 3.493
C 2.069 -0.113 3.458
O 1.612 1.146 2.990
H -0.539 -1.559 4.682
H 1.503 -2.176 3.642
H 0.358 -1.182 2.625
H 2.912 -0.422 2.837
H 2.414 0.022 4.490
H 1.076 1.593 3.651
O 0.052 -1.482 -4.435
C -0.874 -0.586 -5.032
C -1.286 0.570 -4.162
O -1.951 0.070 -2.989
H -0.214 -1.610 -3.507
H -0.398 -0.165 -5.922
H -1.757 -1.158 -5.347
H -2.015 1.195 -4.691
H -0.384 1.103 -3.836
H -1.986 0.808 -2.346
O -0.309 -2.802 -1.966
C -1.284 -3.755 -2.327
C -2.661 -3.439 -1.791
O -3.338 -2.455 -2.547
H 0.260 -3.128 -1.249
H -1.245 -3.890 -3.409
H -1.047 -4.755 -1.932
H -2.628 -3.147 -0.731
H -3.284 -4.337 -1.769
H -2.827 -1.626 -2.550
O -3.924 1.338 4.414
C -4.306 1.700 3.096
C -3.127 2.280 2.354
O -2.814 3.578 2.849
H -3.480 2.095 4.813
H -4.617 0.780 2.596
H -5.179 2.360 3.083
H -3.234 2.362 1.264
H -2.277 1.597 2.499
H -2.024 3.909 2.413
O 1.021 -4.202 0.020
C 2.144 -4.679 -0.723
C 2.028 -6.150 -1.040
O 1.629 -6.902 0.128
H 0.795 -4.847 0.702
H 2.278 -4.120 -1.649
H 3.001 -4.495 -0.065
H 2.981 -6.505 -1.439
H 1.263 -6.384 -1.786
H 2.302 -7.582 0.221
```

(3)
The following is a quantum chemistry calculation of a 12-piece molecular cluster, C36H96O36S12 overall in a non-equilibrium geometry, from OMol25.

Computed properties:
Energy relative to the best compared isomer or geometry (same formula, charge and spin) (kJ/mol): 1007.69
HOMO-LUMO gap (eV): 10.92
Net charge: 0
Structure (SMILES): CCOS(C)(=O)=O.CCOS(C)(=O)=O.CCOS(C)(=O)=O.CCOS(C)(=O)=O.CCOS(C)(=O)=O.CCOS(C)(=O)=O.CCOS(C)(=O)=O.CCOS(C)(=O)=O.CCOS(C)(=O)=O.CCOS(C)(=O)=O.CCOS(C)(=O)=O.CCOS(C)(=O)=O
E_LUMO (eV): 0.21
Multiplicity: 1

The geometry in XYZ format:
```
180
C36H96O36S12 ωB97M-V/def2-TZVPD
C -22.651 16.628 -13.760
C -22.779 17.964 -13.057
O -23.242 17.724 -11.766
S -23.220 18.941 -10.624
C -24.479 20.085 -11.312
O -23.648 18.420 -9.329
O -22.008 19.698 -10.729
H -22.096 16.698 -14.695
H -23.616 16.129 -13.854
H -21.987 16.054 -13.114
H -21.819 18.474 -13.144
H -23.484 18.504 -13.690
H -24.495 20.910 -10.599
H -25.472 19.637 -11.361
H -24.130 20.290 -12.323
C -24.416 13.786 4.661
C -25.024 14.798 3.804
O -24.293 14.892 2.548
S -25.142 15.629 1.339
C -23.841 15.354 0.017
O -26.282 14.806 0.936
O -25.182 17.053 1.693
H -23.330 13.830 4.589
H -24.656 12.801 4.258
H -24.706 13.777 5.712
H -26.085 14.549 3.780
H -24.962 15.761 4.311
H -23.959 16.033 -0.828
H -23.857 14.302 -0.265
H -22.941 15.592 0.583
C -19.942 24.304 -3.801
C -21.026 25.256 -4.132
O -22.015 25.291 -3.104
S -23.573 24.660 -3.400
C -23.359 22.852 -3.319
O -24.424 25.137 -2.285
O -23.949 25.004 -4.752
H -20.322 23.285 -3.724
H -19.408 24.615 -2.903
H -19.140 24.300 -4.540
H -20.555 26.239 -4.129
H -21.338 25.140 -5.169
H -22.929 22.731 -2.325
H -22.762 22.489 -4.155
H -24.329 22.392 -3.511
C -37.293 4.897 -6.376
C -35.947 4.475 -6.959
O -35.052 5.437 -6.526
S -33.656 5.553 -7.374
C -32.597 6.620 -6.260
O -33.040 4.201 -7.380
O -33.951 6.212 -8.631
H -37.346 4.595 -5.330
H -38.067 4.470 -7.014
H -37.511 5.965 -6.398
H -35.627 3.485 -6.635
H -36.095 4.437 -8.038
H -31.664 6.708 -6.818
H -32.456 6.077 -5.326
H -32.999 7.619 -6.088
C -36.696 23.492 -5.398
C -37.695 22.456 -5.863
O -37.036 21.672 -6.861
S -37.896 20.364 -7.360
C -37.739 20.555 -9.164
O -37.199 19.149 -6.848
O -39.291 20.631 -7.076
H -36.941 24.147 -4.562
H -36.418 24.168 -6.206
H -35.756 22.962 -5.238
H -38.081 21.729 -5.148
H -38.460 23.051 -6.362
H -38.462 21.309 -9.476
H -37.934 19.614 -9.677
H -36.687 20.789 -9.331
C -39.090 8.757 -0.011
C -38.194 9.057 -1.209
O -37.123 9.896 -0.728
S -36.406 11.084 -1.656
C -37.551 12.520 -1.272
O -35.046 11.359 -1.139
O -36.591 10.654 -3.080
H -40.069 8.526 -0.433
H -39.103 9.588 0.694
H -38.691 7.918 0.558
H -37.765 8.227 -1.770
H -38.609 9.540 -2.094
H -38.578 12.180 -1.137
H -37.592 13.267 -2.065
H -37.178 12.982 -0.358
C -39.183 7.579 -12.865
C -39.125 8.887 -12.053
O -38.203 9.802 -12.670
S -38.267 11.400 -12.205
C -37.269 11.060 -10.627
O -37.464 12.282 -13.090
O -39.660 11.744 -11.809
H -39.270 7.746 -13.939
H -40.086 7.026 -12.605
H -38.386 6.883 -12.604
H -40.160 9.228 -12.044
H -38.910 8.673 -11.006
H -37.095 11.957 -10.033
H -36.446 10.533 -11.110
H -37.858 10.309 -10.101
C -25.108 12.076 -8.118
C -24.765 11.376 -9.413
O -25.275 10.035 -9.410
S -26.491 9.771 -10.510
C -26.442 7.921 -10.519
O -27.734 10.297 -9.912
O -26.001 10.274 -11.770
H -25.190 11.320 -7.338
H -26.037 12.642 -8.193
H -24.393 12.805 -7.737
H -25.124 12.057 -10.184
H -23.679 11.404 -9.490
H -25.421 7.731 -10.849
H -27.219 7.563 -11.195
H -26.800 7.453 -9.602
C -29.029 22.326 4.971
C -29.079 21.143 5.897
O -28.074 21.265 6.881
S -28.297 20.377 8.263
C -29.717 21.215 9.088
O -28.756 19.046 7.866
O -27.150 20.652 9.106
H -28.919 23.253 5.533
H -29.890 22.365 4.303
H -28.096 22.326 4.408
H -30.071 21.061 6.341
H -28.771 20.263 5.331
H -30.513 21.422 8.373
H -29.314 22.059 9.648
H -29.996 20.463 9.826
C -30.933 19.989 -3.756
C -31.445 18.946 -4.736
O -30.384 18.553 -5.701
S -30.750 17.588 -6.997
C -31.222 15.954 -6.152
O -31.899 18.156 -7.668
O -29.483 17.442 -7.677
H -31.730 20.322 -3.090
H -30.507 20.875 -4.225
H -30.223 19.523 -3.073
H -31.737 18.088 -4.131
H -32.279 19.432 -5.243
H -30.460 15.565 -5.477
H -31.474 15.296 -6.983
H -32.125 16.157 -5.576
C -32.741 28.094 0.876
C -33.996 28.385 1.692
O -34.113 27.349 2.601
S -33.568 27.620 4.160
C -35.043 28.578 4.734
O -33.600 26.335 4.869
O -32.314 28.366 4.121
H -31.815 28.144 1.449
H -32.564 28.821 0.083
H -32.735 27.063 0.523
H -33.883 29.334 2.217
H -34.885 28.601 1.099
H -35.385 29.356 4.052
H -34.868 28.966 5.737
H -35.828 27.822 4.733
C -28.320 16.372 -16.179
C -27.910 15.516 -17.379
O -26.787 16.109 -17.995
S -26.429 15.805 -19.571
C -27.829 16.779 -20.335
O -25.097 16.456 -19.795
O -26.666 14.354 -19.907
H -29.277 16.018 -15.795
H -28.431 17.433 -16.404
H -27.524 16.333 -15.435
H -27.677 14.511 -17.029
H -28.725 15.329 -18.079
H -28.624 16.123 -20.690
H -27.406 17.363 -21.152
H -28.203 17.497 -19.605
```